The following is a quantum chemistry calculation of C44H96F8N8O16S8Sr as an isolated structure at a distorted geometry, from OMol25.

The geometry in XYZ format:
```
181
C44H96F8N8O16S8Sr wB97M-V/def2-TZVPD
Sr 16.78433 1.56287 13.83014
C 10.71267 2.04656 -0.74827
C 10.29961 2.29406 0.75041
C 11.18834 1.44145 1.76798
C 12.53408 2.09306 2.07428
N 13.29475 1.45050 3.26268
C 13.86663 0.14004 2.75077
C 15.33467 0.45595 2.14537
C 15.55815 1.92655 2.34724
C 14.60644 2.24961 3.51157
C 12.41956 1.21659 4.52491
C 11.78988 2.58037 5.14863
C 10.96794 2.27391 6.39712
H 10.12494 2.61824 -1.46649
H 10.79944 0.99831 -1.03419
H 11.68199 2.46936 -1.01236
H 9.23571 2.13955 0.93023
H 10.20991 3.34569 1.02266
H 11.37800 0.44194 1.37669
H 10.58950 1.38983 2.67728
H 12.30518 3.08355 2.46751
H 13.21787 2.18668 1.23062
H 13.97491 -0.46847 3.64860
H 13.26998 -0.38498 2.00481
H 16.17447 -0.06946 2.60012
H 15.30027 0.30124 1.06696
H 16.60045 2.09510 2.61796
H 15.47960 2.58683 1.48355
H 15.12254 1.88696 4.40051
H 14.29025 3.28589 3.63098
H 13.07114 0.73552 5.25437
H 11.61704 0.50341 4.33668
H 11.11582 3.11709 4.48104
H 12.53829 3.25291 5.56774
H 10.34082 1.38566 6.32071
H 10.43332 3.08870 6.88536
H 11.72219 1.99839 7.13421
C 15.47319 8.56887 20.27177
C 14.86747 9.92428 20.78343
C 13.55195 10.34791 20.09045
C 13.04937 11.64104 20.71253
N 11.84735 12.35275 19.97209
C 11.33473 13.54667 20.81177
C 10.48944 12.90616 21.82453
C 9.95283 11.57765 21.48612
C 10.52445 11.51023 20.01103
C 12.15459 12.77970 18.52823
C 13.39546 13.71691 18.41671
C 13.65654 14.12647 16.91354
H 14.76177 7.74683 20.35075
H 16.39904 8.11446 20.62450
H 15.65008 8.60686 19.19688
H 15.61080 10.68456 20.54359
H 14.82988 9.82049 21.86782
H 12.77302 9.63092 20.34983
H 13.71645 10.35023 19.01293
H 13.78739 12.44209 20.75444
H 12.60825 11.37003 21.67172
H 10.84179 14.08432 20.00180
H 12.18470 14.16761 21.09477
H 9.66537 13.61959 21.81797
H 10.89711 12.94258 22.83476
H 8.86377 11.54267 21.51505
H 10.44792 10.82426 22.09880
H 9.81417 12.01875 19.35910
H 10.78631 10.50792 19.67206
H 11.27746 13.25839 18.09280
H 12.36731 11.84582 18.00792
H 14.28215 13.20039 18.78424
H 13.21803 14.57730 19.06196
H 14.54130 14.73385 16.72280
H 12.82825 14.60303 16.38920
H 13.94192 13.25749 16.32064
C 4.90761 -1.59828 18.87844
C 3.72940 -0.62073 18.98089
C 2.33150 -1.32057 18.73364
C 1.41676 -0.09266 18.38757
N -0.02770 -0.09798 19.05309
C 0.11089 0.06313 20.57360
C -0.31073 1.44238 20.84999
C -1.44244 1.70209 19.86182
C -0.83452 1.20291 18.57324
C -0.77855 -1.39074 18.67673
C -0.83826 -1.75393 17.21262
C -1.61962 -3.12405 16.89158
H 5.90674 -1.16527 18.83019
H 4.93319 -2.10949 17.91609
H 4.93370 -2.39188 19.62517
H 3.88448 0.20109 18.28185
H 3.72874 -0.23941 20.00201
H 2.03479 -1.95937 19.56551
H 2.49122 -1.99112 17.88928
H 1.27075 0.17055 17.33995
H 1.77521 0.84025 18.82266
H -0.64213 -0.48253 21.14222
H 1.14997 -0.10155 20.85872
H -0.60809 1.59194 21.88793
H 0.54292 2.07038 20.59503
H -2.32363 1.13434 20.16056
H -1.73043 2.75334 19.85566
H -1.42563 0.84007 17.73238
H -0.11813 1.95998 18.25429
H -1.78249 -1.29903 19.09120
H -0.20663 -2.12737 19.24100
H 0.10304 -1.77107 16.66330
H -1.45973 -0.97070 16.77856
H -2.61153 -2.96524 17.31469
H -1.29369 -4.09525 17.26393
H -1.83524 -3.16770 15.82401
C 7.62639 8.91745 9.96502
C 6.11354 8.90627 9.87892
C 5.34896 8.23078 11.05887
C 5.74589 8.57377 12.54904
N 4.87312 7.85679 13.63650
C 3.43842 8.43147 13.87831
C 3.52600 9.50600 14.96950
C 4.89746 9.38524 15.57537
C 5.50433 8.10027 15.02440
C 4.73536 6.34744 13.35078
C 6.07925 5.59383 13.60906
C 6.00177 4.13895 13.00659
H 7.97923 9.42122 10.86492
H 8.13996 9.41218 9.14064
H 8.16238 7.97913 9.82231
H 5.69184 8.38860 9.01735
H 5.74212 9.93098 9.86848
H 5.46597 7.16992 10.83754
H 4.32551 8.58206 10.92746
H 5.63370 9.64981 12.68186
H 6.78682 8.43015 12.83874
H 2.83740 7.64709 14.33832
H 3.10387 8.75790 12.89362
H 2.75053 9.22875 15.68355
H 3.31114 10.46117 14.49033
H 5.02566 9.41741 16.65733
H 5.53910 10.22550 15.31014
H 5.32545 7.21565 15.63560
H 6.57619 8.27420 14.92972
H 4.28379 6.09879 12.39038
H 4.07668 5.91330 14.10295
H 6.16934 5.47853 14.68919
H 6.93973 6.12605 13.20356
H 6.90891 3.63335 13.33759
H 5.93437 4.11501 11.91894
H 5.18077 3.55670 13.42497
N 13.26503 3.48717 15.78617
S 12.40682 2.99274 16.94090
O 10.99955 2.74242 16.60958
O 12.67518 3.31676 18.35542
F 13.12853 1.57991 16.71952
S 12.49341 4.92711 15.49901
O 11.84791 5.69702 16.54134
O 11.96021 4.98161 14.12610
F 13.92545 5.68124 15.36545
N 19.85899 0.42196 17.04203
S 21.40798 -0.36220 16.78626
O 21.34357 -1.65774 16.13821
O 22.59520 -0.06712 17.61569
F 21.82802 0.55200 15.48496
S 20.15198 0.56254 18.53856
O 20.89239 1.74889 19.04750
O 20.25087 -0.62446 19.34655
F 18.61723 1.01388 18.79526
N 6.13324 4.33196 23.23819
S 5.54020 5.91178 23.28695
O 5.18210 6.63079 22.08672
O 6.01835 6.71783 24.36750
F 4.14240 5.49011 23.85197
S 7.33123 4.72817 22.43393
O 8.30048 5.72072 22.84529
O 7.02639 4.78954 20.98227
F 8.17857 3.35260 22.59051
N 14.99480 -1.87070 11.56297
S 15.95610 -2.74908 10.46743
O 15.98889 -2.18841 9.10759
O 16.06775 -4.22706 10.54383
F 17.32135 -2.21720 11.12293
S 13.73371 -2.62583 11.16673
O 13.59493 -3.93938 11.82991
O 13.04808 -2.41072 9.89554
F 12.80667 -1.69280 12.15301
```

## Properties
Orbital gap in eV: 2.932
M in Da: 1489.43
Energy relative to the best compared isomer or geometry (same formula, charge and spin) in kcal per mole: 235.1
Total charge: +2